(1)
{"formula": "C54H50MoO2P2S2", "method": "the ωB97M-V functional and the def2-TZVPD basis", "symbols": ["Mo", "O", "S", "C", "C", "C", "C", "C", "C", "C", "C", "C", "C", "P", "C", "C", "C", "C", "C", "C", "C", "C", "C", "C", "C", "C", "C", "C", "C", "C", "C", "C", "C", "C", "C", "C", "C", "C", "P", "C", "C", "C", "C", "C", "C", "C", "C", "C", "C", "C", "C", "C", "C", "H", "H", "H", "H", "H", "H", "H", "H", "H", "H", "H", "H", "H", "H", "H", "H", "H", "H", "H", "H", "H", "H", "H", "H", "H", "H", "H", "H", "H", "H", "H", "H", "H", "H", "H", "H", "C", "C", "C", "S", "O", "C", "C", "C", "H", "H", "H", "H", "H", "H", "H", "H", "H", "H", "H", "H", "H", "H"], "positions_angstrom": [[-0.504, 0.085, -0.038], [2.651, -0.003, -0.283], [1.553, 0.245, -1.183], [2.009, 1.536, -2.373], [3.366, 1.690, -2.615], [3.854, 2.291, -3.778], [2.943, 2.705, -4.732], [3.113, 3.330, -6.066], [1.687, 3.591, -6.582], [0.790, 3.136, -5.493], [-0.581, 3.192, -5.327], [-1.128, 2.776, -4.111], [-0.369, 2.221, -3.079], [-1.039, 2.074, -1.376], [-0.135, 3.450, -0.617], [-0.405, 4.744, -1.068], [0.262, 5.817, -0.506], [1.207, 5.607, 0.488], [1.506, 4.319, 0.910], [0.838, 3.237, 0.360], [-2.780, 2.577, -1.358], [-3.675, 2.062, -2.300], [-5.002, 2.447, -2.274], [-5.452, 3.322, -1.293], [-4.573, 3.815, -0.340], [-3.241, 3.440, -0.359], [1.039, 2.069, -3.255], [1.567, 2.602, -4.448], [1.524, -0.950, -2.531], [2.749, -1.323, -3.065], [2.883, -1.798, -4.371], [1.765, -1.775, -5.184], [1.565, -2.089, -6.623], [0.061, -1.856, -6.886], [-0.518, -1.486, -5.570], [-1.816, -1.250, -5.148], [-2.059, -1.120, -3.782], [-1.041, -1.052, -2.817], [-1.321, -1.836, -1.181], [-2.724, -1.155, -0.221], [-3.904, -0.539, -0.659], [-4.866, -0.160, 0.262], [-4.686, -0.406, 1.618], [-3.540, -1.050, 2.070], [-2.550, -1.411, 1.165], [-1.688, -3.573, -1.556], [-0.692, -4.402, -2.080], [-1.037, -5.671, -2.506], [-2.354, -6.105, -2.424], [-3.331, -5.282, -1.885], [-3.009, -4.014, -1.437], [0.325, -1.116, -3.263], [0.517, -1.439, -4.619], [4.060, 1.304, -1.880], [4.918, 2.394, -3.930], [3.693, 2.692, -6.737], [3.692, 4.253, -5.981], [1.478, 3.067, -7.519], [1.519, 4.648, -6.800], [-1.219, 3.603, -6.094], [-2.185, 2.944, -3.965], [-1.137, 4.899, -1.850], [0.052, 6.818, -0.846], [1.723, 6.444, 0.932], [2.268, 4.169, 1.661], [1.078, 2.217, 0.682], [-3.316, 1.376, -3.057], [-5.685, 2.069, -3.019], [-6.491, 3.608, -1.269], [-4.927, 4.499, 0.415], [-2.559, 3.842, 0.377], [3.626, -1.211, -2.441], [3.848, -2.112, -4.738], [1.852, -3.127, -6.813], [2.207, -1.479, -7.265], [-0.428, -2.744, -7.294], [-0.103, -1.069, -7.624], [-2.642, -1.265, -5.842], [-3.090, -1.138, -3.452], [-4.095, -0.406, -1.712], [-5.782, 0.294, -0.084], [-5.463, -0.146, 2.320], [-3.447, -1.304, 3.116], [-1.730, -2.063, 1.481], [0.334, -4.061, -2.139], [-0.278, -6.326, -2.904], [-2.619, -7.089, -2.778], [-4.352, -5.623, -1.813], [-3.769, -3.376, -1.009], [-0.190, -3.216, 5.186], [-0.216, -2.298, 3.962], [0.489, -0.980, 4.258], [1.275, -0.171, 2.816], [0.093, 0.166, 1.808], [1.665, 1.437, 3.607], [0.494, 2.386, 3.849], [-0.317, 2.161, 5.123], [-0.796, -4.097, 4.995], [-0.592, -2.720, 6.066], [0.818, -3.551, 5.409], [-1.258, -2.104, 3.697], [0.277, -2.807, 3.128], [1.354, -1.169, 4.899], [-0.168, -0.270, 4.754], [2.395, 1.892, 2.936], [2.176, 1.192, 4.538], [-0.176, 2.379, 2.980], [0.930, 3.384, 3.908], [-1.099, 1.416, 5.001], [-0.821, 3.085, 5.388], [0.310, 1.894, 5.969]], "s_squared": 2.07, "total_charge": 4, "energy_ha": -3784.04211, "spin_multiplicity": 3}

(2)
{"formula": "C54H51BrGe2KN5O4", "method": "the ωB97M-V functional and the def2-TZVPD basis", "symbols": ["K", "C", "C", "C", "C", "N", "C", "C", "C", "C", "C", "C", "N", "C", "C", "C", "C", "C", "N", "H", "H", "H", "H", "H", "H", "H", "H", "H", "H", "H", "O", "C", "C", "C", "C", "C", "C", "C", "O", "N", "N", "C", "C", "Br", "C", "C", "C", "C", "C", "C", "C", "H", "H", "H", "H", "H", "H", "H", "H", "H", "H", "H", "H", "H", "H", "C", "C", "O", "C", "C", "C", "C", "C", "C", "O", "H", "H", "H", "H", "H", "H", "H", "C", "Ge", "C", "C", "Ge", "C", "C", "C", "C", "C", "C", "C", "C", "C", "C", "C", "C", "H", "H", "H", "H", "H", "H", "H", "H", "H", "H", "H", "H", "H", "H", "H", "H", "H", "H", "H"], "positions_angstrom": [[-0.064, 0.944, -0.043], [-4.052, 2.207, 1.968], [-3.756, 1.395, 3.052], [-2.444, 1.314, 3.484], [-1.462, 2.030, 2.803], [-1.738, 2.786, 1.734], [-3.010, 2.874, 1.344], [-0.031, 1.980, 3.246], [0.286, 2.272, 4.566], [1.658, 2.264, 4.905], [2.596, 1.964, 3.959], [2.198, 1.628, 2.624], [0.854, 1.663, 2.311], [3.145, 1.243, 1.622], [4.557, 1.280, 1.864], [5.439, 0.830, 0.924], [4.960, 0.328, -0.306], [3.587, 0.349, -0.490], [2.698, 0.781, 0.395], [-5.063, 2.302, 1.592], [-4.531, 0.814, 3.536], [-2.158, 0.676, 4.311], [-3.199, 3.491, 0.472], [-0.484, 2.528, 5.281], [1.974, 2.502, 5.914], [3.638, 1.959, 4.245], [4.942, 1.664, 2.798], [6.503, 0.863, 1.129], [5.617, -0.045, -1.080], [3.170, -0.022, -1.426], [0.792, -4.143, -3.164], [-0.426, -3.716, -3.581], [-1.120, -4.531, -4.471], [-2.366, -4.155, -4.944], [-2.935, -2.952, -4.538], [-2.238, -2.146, -3.652], [-0.992, -2.512, -3.156], [-0.281, -1.559, -2.205], [0.544, -2.250, -1.298], [0.537, -0.676, -3.008], [0.591, 0.631, -2.738], [1.540, 1.301, -3.265], [1.725, 2.739, -3.054], [0.611, 3.591, -1.780], [2.671, 3.471, -3.632], [3.610, 2.989, -4.675], [4.967, 3.293, -4.568], [5.870, 2.859, -5.527], [5.431, 2.123, -6.620], [4.081, 1.835, -6.749], [3.179, 2.269, -5.787], [1.027, -3.651, -2.353], [-0.662, -5.468, -4.765], [-2.896, -4.807, -5.628], [-3.908, -2.649, -4.903], [-2.662, -1.203, -3.326], [-1.037, -0.945, -1.712], [1.363, -1.106, -3.414], [2.299, 0.807, -3.871], [2.802, 4.491, -3.293], [5.313, 3.858, -3.710], [6.922, 3.091, -5.417], [6.136, 1.782, -7.367], [3.725, 1.274, -7.604], [2.121, 2.064, -5.902], [-4.370, 0.532, -2.062], [-3.341, 0.297, -0.965], [-2.351, 1.015, -0.961], [-3.607, -0.728, 0.048], [-4.951, -1.097, 0.262], [-5.348, -1.933, 1.276], [-4.356, -2.455, 2.127], [-3.037, -2.151, 1.935], [-2.571, -1.297, 0.879], [-1.315, -1.130, 0.711], [-3.881, 1.077, -2.866], [-5.184, 1.152, -1.675], [-4.805, -0.395, -2.437], [-5.713, -0.677, -0.384], [-6.392, -2.181, 1.416], [-4.634, -3.124, 2.935], [-2.278, -2.590, 2.570], [1.160, -4.388, 3.299], [1.158, -2.583, 2.499], [0.135, -1.427, 3.678], [3.019, -1.983, 2.435], [0.331, -3.185, 0.274], [-1.271, -4.317, 0.184], [-1.368, -5.423, 1.030], [-2.501, -6.230, 1.030], [-3.560, -5.942, 0.181], [-3.481, -4.842, -0.661], [-2.351, -4.036, -0.651], [1.850, -4.396, -0.218], [1.875, -5.784, -0.092], [3.018, -6.515, -0.399], [4.164, -5.870, -0.839], [4.162, -4.486, -0.974], [3.017, -3.762, -0.665], [1.677, -4.321, 4.261], [1.692, -5.105, 2.675], [0.146, -4.741, 3.484], [0.686, -1.324, 4.616], [-0.852, -1.838, 3.892], [0.026, -0.447, 3.227], [3.618, -2.603, 3.107], [3.075, -0.947, 2.764], [3.447, -2.047, 1.436], [-0.563, -5.665, 1.706], [-2.552, -7.081, 1.699], [-4.445, -6.567, 0.182], [-4.306, -4.591, -1.317], [-2.338, -3.165, -1.285], [0.987, -6.319, 0.223], [3.008, -7.595, -0.302], [5.053, -6.440, -1.080], [5.050, -3.967, -1.314], [3.037, -2.681, -0.773]], "s_squared": 0.77, "total_charge": -1, "relative_energy_kcal_mol": 0.0, "spin_multiplicity": 2}